(1)
This record from OMol25 describes a molecular structure, C28H23N2O8SbV. The level of theory is ωB97M-V/def2-TZVPD.

Computed properties:
F_max: 0.007 hartree/bohr
2S+1: 4
Highest occupied orbital energy (spin up / spin down): 0.14 / -3.33 eV
⟨S²⟩: 3.783
Kohn-Sham gap (spin up / spin down): 4.31 / 7.78 eV
DFT total energy: -80991.6419 eV
Net charge: -2

Each line ends with the Mulliken charge.
Atoms and positions in Å:
V (2.64902, -0.65586, -1.33313)  1.157
O (5.15424, -1.11509, 1.98431)  -0.761
C (4.20172, -1.27936, 1.22543)  0.376
O (3.98705, -0.59040, 0.16980)  -0.654
C (3.21175, -2.39316, 1.58553)  -0.051
C (3.35936, -2.95010, 2.82933)  -0.504
C (2.54444, -4.00060, 3.26331)  -0.416
C (1.59522, -4.54685, 2.41837)  -0.203
C (1.46083, -4.02615, 1.15591)  -0.367
C (2.19087, -2.87770, 0.68205)  0.859
O (1.90419, -2.34107, -0.42334)  -0.652
N (0.51635, -4.71762, 0.28190)  1.125
O (-0.47099, -5.23066, 0.80050)  -0.643
O (0.77447, -4.80089, -0.89891)  -0.582
N (2.71138, -4.55524, 4.58149)  1.049
O (2.00334, -5.50078, 4.91583)  -0.685
O (3.55241, -4.06593, 5.32285)  -0.668
H (4.13552, -2.55832, 3.47004)  0.592
H (0.98140, -5.37543, 2.73479)  0.574
C (-3.26087, 1.40604, -0.42539)  -1.514
C (-2.72778, 1.58802, 0.97518)  1.527
C (-3.64986, 1.74247, 2.00892)  -0.690
C (-3.24570, 1.90534, 3.32788)  -0.481
C (-1.89288, 1.92106, 3.62500)  -0.654
C (-0.97056, 1.77024, 2.59349)  -0.989
C (-1.35163, 1.60448, 1.26516)  -0.014
Sb (0.47428, 1.16754, -0.15834)  0.992
C (0.12770, 3.05456, -1.23989)  0.158
C (-0.88995, 3.90464, -0.80575)  -0.369
C (-1.10205, 5.16185, -1.36028)  -0.976
C (-0.27685, 5.61119, -2.37592)  -0.528
C (0.75762, 4.79391, -2.80959)  -0.692
C (0.97928, 3.53452, -2.25902)  1.176
C (2.12199, 2.71066, -2.77394)  -1.260
C (-0.79672, -0.41134, -0.95252)  0.412
C (-1.23190, -1.31142, 0.02152)  -0.454
C (-1.92396, -2.46664, -0.31051)  -0.796
C (-2.20332, -2.73094, -1.64258)  -0.736
C (-1.78471, -1.83940, -2.61918)  -0.678
C (-1.07204, -0.68643, -2.29725)  0.817
C (-0.59014, 0.21270, -3.40282)  -1.517
H (-4.20711, 1.94131, -0.54300)  0.499
H (-3.43528, 0.34978, -0.64335)  0.307
H (-2.56162, 1.77023, -1.17650)  0.086
H (-4.71207, 1.73458, 1.77685)  0.353
H (-3.98452, 2.01773, 4.11375)  0.341
H (-1.55679, 2.04485, 4.64891)  0.368
H (0.09092, 1.77357, 2.83253)  0.291
H (-1.53723, 3.58874, 0.00040)  0.327
H (-1.90928, 5.78491, -0.99159)  0.407
H (-0.42726, 6.58760, -2.82280)  0.334
H (1.41913, 5.13941, -3.59749)  0.314
H (2.64791, 3.19839, -3.59632)  0.349
H (1.75529, 1.74167, -3.11617)  0.128
H (2.84786, 2.49641, -1.98652)  0.194
H (-1.03178, -1.10488, 1.06886)  0.465
H (-2.22429, -3.16512, 0.46085)  0.486
H (-2.72807, -3.63741, -1.92005)  0.336
H (-1.99739, -2.05048, -3.66276)  0.321
H (-1.14908, 0.03166, -4.32396)  0.485
H (0.47020, 0.02106, -3.59838)  0.177
H (-0.69800, 1.26595, -3.13553)  0.174
O (2.97591, -0.59183, -2.93795)  -1.024



(2)
This record from OMol25 describes 2 unconnected molecules or ions with the total composition C3H10N2 in a non-equilibrium geometry. The level of theory is ωB97M-V/def2-TZVPD.

Computed properties:
F_max: 0.048 hartree/bohr
2S+1: 2
Highest occupied orbital energy (spin up / spin down): -11.94 / -11.94 eV
⟨S²⟩: 0.756
Kohn-Sham gap (spin up / spin down): 8.38 / 2.60 eV
DFT total energy: -6242.5443 eV
Net charge: +1

Each line ends with the Mulliken charge.
Atoms and positions in Å:
C (-3.57897, 1.00322, 2.64416)  -0.426
C (-3.37784, 2.28589, 2.93347)  -0.499
H (-4.41516, 0.83920, 1.95993)  0.211
H (-3.01531, 0.17820, 3.04183)  0.246
H (-3.95495, 3.16139, 2.68362)  0.263
H (-2.69657, 2.41028, 3.77678)  0.205
N (2.07731, 0.13895, -1.93110)  -0.355
C (2.69864, -1.12908, -1.99873)  -0.196
N (1.92457, -2.18194, -1.43985)  -0.407
H (2.53215, 0.95138, -2.35716)  0.317
H (1.17864, 0.15988, -2.42949)  0.334
H (2.89427, -1.34684, -3.07044)  0.377
H (3.63757, -1.08824, -1.43042)  0.347
H (2.11651, -3.03862, -1.94273)  0.293
H (1.97913, -2.34367, -0.43987)  0.292



(3)
This record from OMol25 describes a molecular structure, C38H41Cl2NO8TaTe in a non-equilibrium geometry. The level of theory is ωB97M-V/def2-TZVPD.

Computed properties:
F_max: 0.027 hartree/bohr
2S+1: 2
Highest occupied orbital energy (spin up / spin down): -12.36 / -12.48 eV
⟨S²⟩: 0.754
Kohn-Sham gap (spin up / spin down): 7.17 / 6.92 eV
DFT total energy: -91820.4607 eV
Net charge: +2

Each line ends with the Mulliken charge.
Atoms and positions in Å:
Ta (0.50246, -1.37534, 0.20361)  0.535
Cl (-0.27936, -4.18109, 0.99983)  0.006
C (-1.46215, -3.63347, 2.19277)  -0.533
Cl (-1.45294, -1.84336, 2.24163)  0.116
H (-1.18091, -3.99884, 3.16909)  0.416
H (-2.44610, -3.96158, 1.89276)  0.429
C (6.71002, -3.47072, -1.32534)  -0.808
O (6.30221, -2.59908, -2.39065)  -0.422
C (5.16116, -1.94737, -2.28064)  0.810
C (4.79753, -1.16199, -3.39993)  -1.056
C (3.61110, -0.50513, -3.40020)  -1.372
C (2.72167, -0.58349, -2.29541)  1.149
C (1.42736, -0.00643, -2.35130)  0.939
C (0.98641, 0.79281, -3.53222)  -2.332
O (0.55545, -0.15310, -1.43631)  0.051
C (3.14885, -1.31198, -1.16421)  0.078
O (2.36155, -1.34333, -0.07914)  -0.107
C (4.34392, -1.99687, -1.15411)  -0.590
H (7.64498, -3.91180, -1.64623)  0.255
H (5.96741, -4.25297, -1.16804)  0.358
H (6.86838, -2.91010, -0.40424)  0.327
H (5.47448, -1.11845, -4.24355)  0.497
H (3.33302, 0.07055, -4.27362)  0.523
H (0.94318, 0.14937, -4.41395)  0.481
H (1.68701, 1.60076, -3.74451)  0.482
H (-0.00387, 1.20051, -3.34897)  0.321
H (4.61163, -2.55459, -0.26776)  0.546
O (0.39719, -2.78985, -1.52108)  -0.745
C (-0.86849, -2.65962, -1.54715)  1.252
O (-1.34992, -1.82944, -0.66028)  -0.755
C (-1.73300, -3.39546, -2.43970)  0.043
C (-3.09465, -3.11768, -2.45750)  -0.500
C (-3.96057, -3.82567, -3.28350)  -1.132
C (-3.40142, -4.81364, -4.05865)  0.965
O (-4.02602, -5.63377, -4.91872)  -0.471
C (-3.03288, -6.54765, -5.42335)  -0.234
O (-1.76821, -6.09847, -4.91805)  -0.484
C (-2.03607, -5.09136, -4.04650)  0.770
C (-1.16980, -4.40201, -3.25638)  -0.969
H (-3.48119, -2.33354, -1.81757)  0.566
H (-5.02076, -3.61541, -3.32305)  0.452
H (-3.02994, -6.51710, -6.50704)  0.258
H (-3.24608, -7.54802, -5.05725)  0.269
H (-0.10706, -4.60536, -3.24742)  0.547
C (2.42850, -0.68476, 3.88137)  -1.504
C (1.60941, -0.96863, 2.65424)  0.849
O (1.54554, -2.13510, 2.21304)  -0.449
N (0.91221, -0.04644, 1.90890)  0.037
Te (0.26660, 1.58938, 2.88588)  0.714
C (0.73952, 3.38384, 1.86231)  0.493
C (1.62525, 3.54752, 0.79662)  1.315
C (2.46335, 2.45543, 0.18193)  -1.095
C (1.77535, 4.83243, 0.28484)  -0.911
C (1.10841, 5.92611, 0.80959)  0.553
C (1.29226, 7.30387, 0.23808)  -1.604
C (0.27665, 5.72544, 1.90878)  -0.958
C (0.07975, 4.47466, 2.46321)  0.436
C (-0.82595, 4.33965, 3.67202)  -1.650
C (-1.77121, 1.42857, 2.40804)  1.039
C (-2.26708, 1.72128, 1.13125)  0.665
C (-1.40878, 2.06021, -0.06253)  -0.985
C (-3.64811, 1.69205, 0.96067)  -0.953
C (-4.51647, 1.39838, 1.99992)  0.460
C (-6.00758, 1.42921, 1.80241)  -1.598
C (-3.97975, 1.07815, 3.24832)  -0.887
C (-2.61711, 1.08136, 3.48177)  0.822
C (-2.10440, 0.70521, 4.85352)  -1.746
H (3.10916, -1.51699, 4.03771)  0.417
H (1.79268, -0.60190, 4.76348)  0.347
H (3.00030, 0.23630, 3.77622)  0.360
H (2.28233, 1.48269, 0.61805)  -0.470
H (3.52358, 2.68437, 0.31196)  0.669
H (2.27271, 2.39370, -0.89060)  0.256
H (2.45536, 4.97620, -0.55025)  0.414
H (1.86227, 7.28078, -0.68915)  0.370
H (1.82288, 7.94215, 0.94757)  0.347
H (0.32734, 7.77270, 0.04093)  0.387
H (-0.23267, 6.57595, 2.35094)  0.433
H (-1.19773, 5.31408, 3.97923)  0.491
H (-0.29187, 3.92252, 4.53217)  0.313
H (-1.70086, 3.71615, 3.46109)  0.292
H (-0.37610, 1.75174, 0.06056)  -0.749
H (-1.41361, 3.13602, -0.25437)  0.486
H (-1.79304, 1.56059, -0.95307)  0.567
H (-4.05241, 1.91493, -0.02325)  0.429
H (-6.27200, 1.61254, 0.76211)  0.389
H (-6.44955, 2.22132, 2.41035)  0.342
H (-6.46457, 0.48968, 2.11794)  0.384
H (-4.65046, 0.81960, 4.06183)  0.478
H (-2.91623, 0.33219, 5.47394)  0.487
H (-1.66695, 1.56022, 5.37419)  0.300
H (-1.35251, -0.08426, 4.80008)  0.290



(4)
This record from OMol25 describes 2 unconnected molecules or ions with the total composition C10H22N3O4 in a non-equilibrium geometry. The level of theory is ωB97M-V/def2-TZVPD.

Computed properties:
F_max: 0.112 hartree/bohr
Highest occupied orbital energy: -13.24 eV
Kohn-Sham gap: 8.22 eV
DFT total energy: -23376.5244 eV
Net charge: +1

Each line ends with the Mulliken charge.
Atoms and positions in Å:
N (2.11071, -0.17477, -1.36252)  -0.329
C (1.43778, 0.44541, -2.41035)  0.296
N (1.08310, 1.92004, -2.46406)  -0.211
C (-0.44240, 2.07960, -2.30020)  -0.770
C (-1.22547, 0.64622, -2.65997)  0.393
C (-2.82618, 0.87654, -3.02980)  -0.459
C (-3.74446, -0.22815, -2.18318)  -0.472
O (-4.24572, 0.40917, -0.94942)  -0.513
C (-0.38102, 0.03083, -3.96451)  -0.778
N (1.00176, -0.50503, -3.54377)  -0.287
H (3.04058, -0.64886, -1.45031)  0.260
H (1.58323, -0.22201, -0.44038)  0.246
H (1.50807, 2.40550, -1.62407)  0.391
H (-0.73086, 2.43415, -1.21713)  0.309
H (-0.73967, 2.93502, -3.05971)  0.339
H (-1.21593, -0.08290, -1.73153)  0.005
H (-3.13124, 1.97326, -2.72548)  0.317
H (-3.06877, 0.67849, -4.17558)  0.347
H (-3.10861, -1.16767, -1.83078)  0.248
H (-4.60221, -0.65722, -2.87643)  0.282
H (-5.14253, 0.84686, -1.15855)  0.328
H (-1.00036, -0.86176, -4.40639)  0.377
H (-0.27920, 0.89802, -4.77833)  0.291
H (0.75733, -1.39282, -3.01965)  0.392
C (3.31141, 0.14758, 5.14273)  -1.070
C (3.19260, -1.30361, 4.70642)  -0.157
O (1.82139, -1.71552, 4.64081)  -0.344
C (1.11724, -1.25605, 3.57621)  0.751
O (1.55042, -0.54004, 2.68504)  -0.576
O (-0.15626, -1.70223, 3.68428)  -0.306
C (-1.03109, -1.19415, 2.67907)  -0.558
H (2.78445, 0.30895, 6.08845)  0.295
H (4.35970, 0.42953, 5.26631)  0.360
H (2.86049, 0.82403, 4.41018)  0.292
H (3.67886, -1.94268, 5.45027)  0.295
H (3.69505, -1.48217, 3.74937)  0.280
H (-0.64107, -1.39225, 1.67543)  0.177
H (-1.18513, -0.12033, 2.82863)  0.289
H (-1.99599, -1.69898, 2.77888)  0.269



(5)
This record from OMol25 describes C5H7N3 in the gas phase in a non-equilibrium geometry. The level of theory is ωB97M-V/def2-TZVPD.

Computed properties:
F_max: 0.085 hartree/bohr
Highest occupied orbital energy: -8.87 eV
Kohn-Sham gap: 9.78 eV
SMILES: C=Cn1ncnc1C
DFT total energy: -9767.8532 eV

Each line ends with the Mulliken charge.
Atoms and positions in Å:
C (-1.96650, 1.61622, 0.06493)  -0.861
C (-1.10219, 0.62459, -0.09558)  0.277
N (0.26871, 0.75909, -0.05006)  0.648
N (0.92886, 1.91693, -0.03611)  -0.887
C (2.19415, 1.60338, 0.00432)  -0.163
N (2.44885, 0.27172, 0.02511)  -0.605
C (1.29548, -0.31239, -0.00982)  0.623
C (0.98538, -1.75269, 0.00353)  -0.961
H (-3.02203, 1.42614, -0.00199)  0.264
H (-1.64703, 2.62418, 0.25755)  0.315
H (-1.42477, -0.38949, -0.28504)  0.119
H (2.95782, 2.35156, 0.02060)  0.441
H (1.28271, -2.20185, -0.94366)  0.234
H (1.54782, -2.23959, 0.79831)  0.287
H (-0.07493, -1.93238, 0.16136)  0.271



(6)
This record from OMol25 describes a molecular structure, C3LiO6Y in a non-equilibrium geometry. The level of theory is ωB97M-V/def2-TZVPD.

Computed properties:
F_max: 0.095 hartree/bohr
2S+1: 2
Highest occupied orbital energy (spin up / spin down): -11.53 / -13.63 eV
⟨S²⟩: 0.751
Kohn-Sham gap (spin up / spin down): 6.48 / 8.11 eV
DFT total energy: -16636.4655 eV
Net charge: +1

Each line ends with the Mulliken charge.
Atoms and positions in Å:
O (-0.19762, 2.04823, 0.20845)  -0.626
C (-0.28335, 0.93735, -0.38305)  0.607
O (0.74422, 0.17061, -0.14543)  -0.549
C (2.88953, -1.00505, -0.72302)  0.650
O (3.72801, -0.23760, -1.02726)  -0.340
O (2.58039, -2.05022, -0.27451)  -0.330
Y (1.13480, 1.21090, 1.96298)  1.269
C (-1.90674, 0.05292, -0.21092)  0.944
O (-2.97407, 0.58029, -0.56923)  -0.748
O (-1.86454, -0.76609, 0.74771)  -0.775
Li (-3.85064, -0.94134, 0.41429)  0.897



Please write out number 4 again, unchanged.
This record from OMol25 describes 2 unconnected molecules or ions with the total composition C10H22N3O4 in a non-equilibrium geometry. The level of theory is ωB97M-V/def2-TZVPD.

Computed properties:
F_max: 0.112 hartree/bohr
Highest occupied orbital energy: -13.24 eV
Kohn-Sham gap: 8.22 eV
DFT total energy: -23376.5244 eV
Net charge: +1

Each line ends with the Mulliken charge.
Atoms and positions in Å:
N (2.11071, -0.17477, -1.36252)  -0.329
C (1.43778, 0.44541, -2.41035)  0.296
N (1.08310, 1.92004, -2.46406)  -0.211
C (-0.44240, 2.07960, -2.30020)  -0.770
C (-1.22547, 0.64622, -2.65997)  0.393
C (-2.82618, 0.87654, -3.02980)  -0.459
C (-3.74446, -0.22815, -2.18318)  -0.472
O (-4.24572, 0.40917, -0.94942)  -0.513
C (-0.38102, 0.03083, -3.96451)  -0.778
N (1.00176, -0.50503, -3.54377)  -0.287
H (3.04058, -0.64886, -1.45031)  0.260
H (1.58323, -0.22201, -0.44038)  0.246
H (1.50807, 2.40550, -1.62407)  0.391
H (-0.73086, 2.43415, -1.21713)  0.309
H (-0.73967, 2.93502, -3.05971)  0.339
H (-1.21593, -0.08290, -1.73153)  0.005
H (-3.13124, 1.97326, -2.72548)  0.317
H (-3.06877, 0.67849, -4.17558)  0.347
H (-3.10861, -1.16767, -1.83078)  0.248
H (-4.60221, -0.65722, -2.87643)  0.282
H (-5.14253, 0.84686, -1.15855)  0.328
H (-1.00036, -0.86176, -4.40639)  0.377
H (-0.27920, 0.89802, -4.77833)  0.291
H (0.75733, -1.39282, -3.01965)  0.392
C (3.31141, 0.14758, 5.14273)  -1.070
C (3.19260, -1.30361, 4.70642)  -0.157
O (1.82139, -1.71552, 4.64081)  -0.344
C (1.11724, -1.25605, 3.57621)  0.751
O (1.55042, -0.54004, 2.68504)  -0.576
O (-0.15626, -1.70223, 3.68428)  -0.306
C (-1.03109, -1.19415, 2.67907)  -0.558
H (2.78445, 0.30895, 6.08845)  0.295
H (4.35970, 0.42953, 5.26631)  0.360
H (2.86049, 0.82403, 4.41018)  0.292
H (3.67886, -1.94268, 5.45027)  0.295
H (3.69505, -1.48217, 3.74937)  0.280
H (-0.64107, -1.39225, 1.67543)  0.177
H (-1.18513, -0.12033, 2.82863)  0.289
H (-1.99599, -1.69898, 2.77888)  0.269